C8H18N3O9P | ωB97M-V with the def2-TZVPD basis set

Last column: Mulliken charge in e.
Atoms and positions in Å:
C 5.03672 0.66622 1.22733  -0.877
N 3.79918 0.09752 1.76023  -0.168
C 2.57480 0.49684 1.38960  0.226
O 2.40582 1.39018 0.56918  -0.653
C 1.38438 -0.21016 2.05750  0.073
C 1.17257 -1.58837 1.40917  -0.648
O 0.74672 -1.47973 0.06631  -0.552
N 0.13579 0.56293 1.96338  -0.028
C -0.93871 0.43680 2.73964  0.889
C -0.82204 -0.23584 4.09219  -1.262
O -2.03842 0.78925 2.33147  -0.760
H 4.93614 1.74978 1.13024  0.290
H 5.23840 0.24839 0.23926  0.298
H 5.87328 0.44524 1.89103  0.336
H 3.87680 -0.64699 2.43310  0.261
H 1.64451 -0.35849 3.10435  0.300
H 2.10820 -2.14834 1.43981  0.473
H 0.42354 -2.14574 1.97261  0.301
H -0.19427 -1.23779 0.05263  0.424
H 0.03484 1.12888 1.12979  0.276
H -0.05349 0.26288 4.67977  0.336
H -0.57435 -1.28647 3.96117  0.265
H -1.77677 -0.15169 4.61036  0.354
O -2.37612 0.85706 -5.74024  -0.675
C -1.88242 0.39119 -4.71901  0.321
C -2.78134 -0.09792 -3.58117  -0.153
O -2.01726 -0.42564 -2.39881  -0.241
P -2.76318 -0.02305 -1.01262  0.859
O -2.79347 1.42235 -0.77322  -0.667
O -4.28902 -0.40660 -1.02360  -0.520
O -1.98867 -0.70898 0.17919  -0.415
N -0.50307 0.32935 -4.61838  -0.068
O 0.36596 0.82079 -5.64145  -0.414
H -3.32584 -0.98405 -3.92109  0.294
H -3.51510 0.69385 -3.38975  0.349
H -4.61857 0.26410 -0.41026  0.355
H -2.22288 -0.09538 0.91403  0.231
H -0.11976 -0.01226 -3.73434  0.230
H -0.16292 1.18989 -6.37940  0.363

For the largest force on an atom, the calculation gives 3.08 eV/A. As for the SMILES: CNC(=O)[C@H](CO)NC(C)=O.O=C(COP(=O)(O)O)NO. As for the orbital gap: 9.69 eV. As for the lowest unoccupied orbital energy: 0.33 eV.

---

C8H18N3PSi | ωB97M-V with the def2-TZVPD basis set

Last column: Mulliken charge in e.
Atoms and positions in Å:
C -1.26656 -0.28472 -0.01704  -0.093
C -3.01920 1.15492 1.08050  -1.697
C -3.53974 -1.23311 0.39308  -2.188
C -3.27907 0.55706 -1.38526  -1.339
C 3.16718 -1.36017 -1.46705  -0.921
C 3.32601 -0.83922 1.70615  -0.920
C 3.49537 1.73562 -0.19966  -0.920
C -2.77585 0.01055 0.01006  2.138
N -0.60439 0.87629 -0.28518  -0.334
N 0.61199 0.89253 -0.19160  -0.407
N 1.36493 -0.02098 0.14242  0.335
Si 3.02360 -0.12373 -0.07032  0.021
P -0.46338 -1.79235 0.23447  -0.027
H -4.01659 1.52381 0.97419  0.421
H -2.83172 0.96833 2.13628  0.386
H -2.35667 1.99763 1.02794  0.445
H -4.60380 -1.13346 0.34105  0.408
H -3.13315 -1.58676 1.31358  0.530
H -3.31994 -1.92041 -0.42930  0.500
H -2.34457 0.82546 -1.83948  0.401
H -4.03284 1.43613 -1.48659  0.224
H -3.72074 -0.23970 -1.94446  0.377
H 2.15919 -1.71725 -1.46782  0.283
H 3.23843 -0.83678 -2.47701  0.280
H 4.00596 -2.07174 -1.44548  0.334
H 2.45372 -1.53023 1.94325  0.254
H 4.27242 -1.40587 1.73244  0.336
H 3.44485 -0.04768 2.33046  0.292
H 2.85804 2.23887 0.59198  0.276
H 4.61159 1.85714 0.00841  0.342
H 3.27496 2.06983 -1.25999  0.263

For the largest force on an atom, the calculation gives 5.90 eV/A. For the relative energy (zero: lowest compared OMol25 entry of this formula, charge and spin), the calculation gives 57.5 kcal per mole. As for the orbital gap (alpha / beta): 7.86 / 7.86 eV. As for the lowest unoccupied orbital energy (alpha / beta): -0.69 / -0.69 eV.